(1)
Entry from the Open Molecules 2025 dataset: a molecular structure, C12H18F3I2N3SV at a distorted geometry (wB97M-V/def2-TZVPD).

The geometry in XYZ format:
```
40
Properties=species:S:1:pos:R:3
V 13.02953 5.07754 6.21828
I 12.08535 4.42053 8.62291
C 10.78292 3.14337 7.60551
I 11.41129 2.86772 5.55649
H 9.77662 3.63244 7.41832
H 10.68841 2.14043 8.04251
C 8.67545 10.12031 7.17976
N 7.42388 10.19330 6.28719
C 7.39629 10.02762 4.79867
C 6.37782 10.53504 6.80250
S 12.12553 6.72981 5.64074
N 5.22840 10.96832 6.72172
C 5.01026 12.37438 6.02091
C 4.03493 10.31776 7.65626
H 9.00968 9.12082 7.09759
H 8.36099 10.46773 8.16610
H 9.43066 10.78897 6.67560
H 7.84782 10.89037 4.31616
H 6.34504 10.03823 4.49789
H 7.84748 9.01842 4.50312
H 5.51163 13.11103 6.66268
H 3.90561 12.50478 5.99957
H 5.56197 12.21171 5.10310
H 3.23056 10.16086 6.88790
H 3.73727 10.98755 8.47028
H 4.41114 9.33154 7.86070
F 19.30519 7.29150 7.47392
C 19.08420 6.19508 6.71209
F 19.54070 6.42283 5.52249
F 19.71050 5.16294 7.20193
C 17.59065 5.82142 6.76918
C 17.06998 5.04667 5.79276
C 15.71996 4.81815 5.86434
N 14.94994 5.38676 6.75913
C 15.46671 6.06380 7.73295
C 16.79411 6.20957 7.84632
H 17.60555 4.71266 4.91674
H 15.10130 4.33274 5.06220
H 14.76850 6.43956 8.43459
H 17.18484 6.66056 8.77760
```

Output
frontier orbital gap (spin up / spin down) = 0.2465 / 0.2468 Eh
⟨S²⟩ = 0.921
2S+1 = 2
strongest force on any atom = 0.0630 hartree/bohr
total charge = +4
E_LUMO (spin up / spin down) = -13.932 / -13.932 eV

(2)
Entry from the Open Molecules 2025 dataset: a molecular structure, C12H18F4KN2O17S4 at a distorted geometry (wB97M-V/def2-TZVPD).

The geometry in XYZ format:
```
58
Properties=species:S:1:pos:R:3
K -0.26908 0.45693 0.11441
N 0.46625 0.05693 2.86869
S 1.45081 -1.18119 2.99698
O 1.35864 -2.07446 1.87181
O 1.67282 -1.74017 4.28077
F 2.79259 -0.40293 2.64903
S -0.83812 -0.60818 3.63755
O -1.01961 -0.22715 4.99117
O -1.22396 -1.93294 3.26266
F -1.88193 0.32213 2.89557
N -0.98496 3.11114 0.16203
S -2.51102 2.96071 -0.55208
O -2.62416 1.86549 -1.47139
O -3.22037 4.14639 -0.87340
F -3.29385 2.33704 0.67973
S -0.47006 4.40999 -0.56183
O -0.96722 5.65420 -0.08686
O -0.30593 4.24500 -1.97222
F 1.04357 4.39763 -0.03134
C 5.53045 4.40280 -1.03515
C 4.05943 3.99254 -1.05893
C 3.47190 3.69915 -2.42638
O 2.73989 2.49501 -2.24051
C 3.02576 1.96702 -1.03323
O 2.53145 0.97492 -0.60648
O 3.87675 2.74653 -0.33894
H 5.64407 5.39395 -1.46840
H 6.12565 3.67997 -1.60598
H 5.93091 4.34500 -0.02465
H 3.55989 4.74098 -0.44021
H 4.24194 3.57266 -3.19219
H 2.80238 4.47961 -2.78501
C -0.79047 -3.39289 -2.92885
C 0.35071 -2.65460 -2.29391
C 1.64210 -2.44858 -3.08385
O 1.50370 -1.08293 -3.58506
C 0.63769 -0.43218 -2.76931
O 0.60932 0.74127 -2.68582
O -0.07092 -1.30818 -2.03093
H -0.70899 -4.48633 -2.88347
H -0.83841 -3.21495 -4.00937
H -1.73560 -3.18264 -2.43373
H 0.65519 -3.11481 -1.34987
H 1.70751 -3.13853 -3.91929
H 2.51741 -2.32724 -2.45341
C -3.22330 -4.61390 3.01121
C -4.06754 -3.74401 2.09122
C -4.52304 -2.41553 2.73103
O -3.80561 -1.41302 2.03320
C -3.14514 -1.94429 0.99988
O -2.54692 -1.32257 0.17958
O -3.22647 -3.28608 1.00997
H -3.45176 -4.44678 4.06153
H -2.17177 -4.39938 2.82653
H -3.35183 -5.67498 2.78554
H -4.87896 -4.29978 1.62794
H -4.19256 -2.35109 3.76680
H -5.60922 -2.33271 2.69724
```

Output
frontier orbital gap = 0.3347 Eh
strongest force on any atom = 0.0779 hartree/bohr
total charge = -1
E_LUMO = 2.129 eV

(3)
Entry from the Open Molecules 2025 dataset: 2 unconnected molecules or ions with the total composition C12H18N at a distorted geometry (wB97M-V/def2-TZVPD).

The geometry in XYZ format:
```
31
Properties=species:S:1:pos:R:3
C 2.52043 2.35541 2.66375
C 1.55245 1.43548 3.11008
C 3.18470 2.25847 1.48448
C 1.30791 0.35623 2.23567
C 2.89977 1.18476 0.60033
C 1.92020 0.31382 1.02155
C 2.06379 -1.62985 -0.43110
C -1.87490 -1.49455 0.69266
C -2.93674 -0.72954 -1.58567
C -0.39531 0.93365 -1.95950
C -1.58106 -1.05261 -0.75971
C -0.78898 0.14004 -0.75391
N 1.52740 -0.70062 0.20482
H 2.74315 3.14072 3.46874
H 1.20492 1.43777 4.11747
H 4.06166 2.94537 1.19345
H 0.82225 -0.47776 2.60185
H 3.39865 1.24258 -0.41278
H 1.56951 -2.27543 -1.07839
H 3.05414 -1.80606 -0.32265
H -1.01255 -1.52846 1.22019
H -2.49561 -0.78603 1.15482
H -2.34905 -2.51601 0.67976
H -2.73352 -0.06514 -2.35612
H -3.67912 -0.39849 -0.89478
H -3.46010 -1.70025 -2.02401
H -0.71402 2.04914 -1.93776
H -0.68378 0.47808 -2.83031
H 0.66305 0.76737 -1.97280
H -1.00672 -1.84800 -1.27953
H -0.62613 0.70894 0.14982
```

Output
frontier orbital gap (spin up / spin down) = 0.2472 / 0.2473 Eh
strongest force on any atom = 0.0821 hartree/bohr
total charge = +1
E_LUMO (spin up / spin down) = -5.355 / -5.354 eV
energy above the lowest of the compared OMol25 structures with the same formula, charge and spin = 112.1 kcal/mol

(4)
Entry from the Open Molecules 2025 dataset: a gas-phase ion, C12H18N (charge +1) at a distorted geometry (wB97M-V/def2-TZVPD).

The geometry in XYZ format:
```
31
Properties=species:S:1:pos:R:3
C 0.49211 -1.09233 1.44783
C 1.74957 -0.31343 0.94003
C -1.91862 -1.44956 0.31729
C -2.97002 -0.52737 -0.30689
C -2.37680 0.88269 -0.28941
C -0.99153 0.78169 0.22413
C -0.69026 -0.66044 0.59373
C -2.91676 0.26746 -1.57798
C 1.39157 -0.01784 -0.51028
C -0.50038 1.99768 0.94547
C 1.76599 -1.23230 -1.35756
C 1.93800 1.28654 -1.09647
N -0.06881 0.03924 -0.62301
H 0.72161 -2.11301 1.22621
H 0.31967 -1.07896 2.58721
H 2.03122 0.54110 1.53174
H 2.62514 -1.07041 1.17606
H -2.29836 -1.80004 1.27036
H -1.80665 -2.23955 -0.34300
H -3.98747 -0.80902 -0.00089
H -2.80544 1.78749 0.12171
H -0.48707 2.87216 0.34136
H 0.53463 1.82193 1.46791
H -1.08671 2.00033 1.85574
H 2.76557 -1.41849 -1.33075
H 1.45892 -1.21915 -2.42213
H 1.38536 -2.10481 -0.93868
H 3.04335 1.30395 -1.32289
H 1.72114 2.09716 -0.38008
H 1.30805 1.48932 -1.97470
H -0.34699 -0.02204 -1.57203
```

Output
frontier orbital gap = 0.3001 Eh
strongest force on any atom = 0.0740 hartree/bohr
total charge = +1
E_LUMO = -4.666 eV
energy above the lowest of the compared OMol25 structures with the same formula, charge and spin = 152.7 kcal/mol

(5)
Entry from the Open Molecules 2025 dataset: 3 unconnected molecules or ions with the total composition C12H18N2O12 at a distorted geometry (wB97M-V/def2-TZVPD).

The geometry in XYZ format:
```
44
Properties=species:S:1:pos:R:3
C 0.38246 -2.54206 -0.32594
C -0.12696 -1.22392 -1.22103
O 0.51898 -1.08502 -2.41161
O -1.13723 -0.25493 -0.77036
C -2.25078 -0.11704 -1.72044
O -2.16621 0.20288 -3.01389
C -3.80043 -0.31963 -1.12665
O -3.64558 -1.02426 0.15694
C -4.25601 -2.36351 0.13686
O -5.24263 -2.61882 1.04076
N -3.86396 -3.52062 -0.75766
O -4.48962 -3.48889 -1.94972
C -3.40002 -3.48656 -2.97968
N -2.34555 -3.51548 -3.76792
H -0.22113 -3.51613 -0.56288
H 1.50687 -2.75204 -0.66729
H 0.37217 -2.23412 0.81566
H -4.29162 0.75932 -0.98458
H -4.49709 -0.87286 -1.90401
H -2.82261 -3.62144 -0.85443
C -1.53849 1.38367 1.49719
O -1.34144 2.41208 2.46562
C -1.54491 3.66854 1.99502
O -1.86913 3.96371 0.85540
O -1.32506 4.53955 3.01202
C -1.50367 5.90998 2.65986
H -1.34926 0.42206 1.98218
H -2.57116 1.38856 1.13358
H -0.83369 1.49511 0.66688
H -2.53487 6.09585 2.34267
H -0.79747 6.20239 1.87605
H -1.30237 6.51607 3.54748
C 4.37800 -0.87435 -2.19276
O 4.43924 -1.22306 -0.81112
C 5.36247 -0.52757 -0.10014
O 6.10728 0.33372 -0.54110
O 5.31345 -0.95646 1.18629
C 6.23778 -0.30717 2.05694
H 3.60737 -1.49127 -2.66314
H 4.09832 0.17725 -2.31345
H 5.33327 -1.08139 -2.68588
H 6.03255 0.76707 2.10613
H 7.26741 -0.49155 1.73374
H 6.11134 -0.72763 3.05842
```

Output
frontier orbital gap = 0.3498 Eh
strongest force on any atom = 0.2357 hartree/bohr
SMILES = CC(=O)OC(=O)COC(=O)NOC#N.COC(=O)OC.COC(=O)OC
total charge = 0
E_LUMO = -1.276 eV

(6)
Entry from the Open Molecules 2025 dataset: C12H18N4O4 in the gas phase at a distorted geometry (wB97M-V/def2-TZVPD).

The geometry in XYZ format:
```
38
Properties=species:S:1:pos:R:3
O 1.94817 -3.55096 3.18833
C 2.44948 -2.68652 2.52775
N 2.49455 -2.95642 1.20658
C 2.71383 -2.00191 0.40896
N 2.92849 -0.61529 0.78307
C 2.55428 -0.26741 2.12132
C 2.39414 -1.24553 3.11183
N 2.00636 -0.66101 4.36451
C 2.01668 0.62507 4.16937
C 2.45011 1.08353 2.77032
C 1.36126 1.84271 2.21537
N 1.50475 1.96375 0.71251
C 0.32250 2.51966 -0.07168
C -0.81658 1.52987 -0.35584
C -2.14394 2.25769 -0.67842
O -2.08307 2.87733 -1.96888
C -0.42032 0.41586 -1.35020
O -0.41704 0.90083 -2.73158
C -1.37613 -0.77668 -1.04612
O -0.78669 -2.01414 -1.46858
H 2.85012 -2.21448 -0.71839
H 2.64613 -0.00249 -0.02807
H 1.58536 1.21655 4.91876
H 3.27840 1.82790 2.82051
H 0.40250 1.34050 2.45658
H 1.41161 2.84592 2.71237
H 2.41710 2.40428 0.42971
H -0.13805 3.28432 0.62048
H 0.55641 3.00194 -0.99977
H -0.94270 1.05934 0.61395
H -2.99584 1.57515 -0.62536
H -2.28909 3.05834 0.06713
H -3.00604 3.08711 -2.07761
H 0.52849 0.11690 -1.05141
H -1.11507 1.64496 -2.87325
H -2.12178 -0.62061 -1.79695
H -1.64377 -0.90856 0.06228
H -0.41594 -1.84876 -2.33090
```

Output
frontier orbital gap = 0.3193 Eh
strongest force on any atom = 0.0985 hartree/bohr
SMILES = O=c1nc[nH]c2c1N=C[C@@H]2CNC[C@@H](CO)[C@H](O)CO
total charge = 0
E_LUMO = 0.145 eV
energy above the lowest of the compared OMol25 structures with the same formula, charge and spin = 93.2 kcal/mol